Record 1
{
  "formula": "C21H21N10O2RhS",
  "method": "ωB97M-V/def2-TZVPD",
  "elements": ["H", "H", "C", "O", "H", "C", "H", "C", "H", "C", "C", "C", "H", "C", "H", "O", "N", "N", "N", "H", "H", "N", "N", "N", "N", "H", "N", "S", "N", "C", "H", "H", "Rh", "N", "C", "H", "H", "C", "C", "C", "C", "H", "H", "C", "C", "H", "H", "C", "C", "C", "H", "C", "H", "C", "H", "C"],
  "xyz": [[-1.97, -2.02, -0.93], [5.97, -2.68, 4.08], [3.73, -1.78, 1.03], [0.23, 0.51, 2.05], [-5.58, 4.50, -3.46], [-1.47, -1.13, -1.26], [0.18, 2.34, -3.00], [-4.62, 4.53, -1.53], [-3.47, 4.39, 0.28], [-0.36, 0.30, 3.13], [-3.51, 4.12, -0.76], [-0.75, -1.10, 3.50], [-1.16, 1.16, 4.80], [-3.70, 3.44, -3.42], [-0.75, -2.98, 2.49], [1.94, -1.87, 2.57], [-3.54, 2.95, -4.71], [-0.66, 1.32, 3.94], [-0.74, 0.62, -2.33], [5.55, -1.72, -0.09], [-0.36, 2.25, 3.70], [0.16, -3.15, 0.06], [-1.84, 2.35, -3.54], [-0.44, -0.57, -0.52], [1.53, -6.83, -1.69], [7.02, -2.28, 1.82], [3.24, -2.00, 2.27], [2.73, -1.50, -0.33], [0.33, -4.64, -1.87], [5.94, -2.20, 1.96], [-1.64, -1.11, 4.14], [-2.35, -0.51, -3.20], [0.64, -1.46, 1.02], [-2.44, 2.31, -4.75], [-4.73, 4.20, -2.86], [-1.83, -1.81, 1.75], [3.46, -2.46, 4.24], [0.98, -5.81, -1.73], [-2.61, 3.05, -2.66], [-1.66, -0.41, -2.38], [-2.49, 3.37, -1.30], [0.09, -1.47, 4.10], [1.89, 1.44, -1.48], [0.30, -3.90, -0.82], [5.37, -2.43, 3.22], [1.39, 1.27, 0.19], [-0.31, 1.23, -4.29], [4.02, -2.32, 3.33], [1.04, 1.48, -0.80], [-0.59, 1.66, -3.33], [-1.65, 3.05, -0.70], [-0.01, 0.49, -1.19], [-5.40, 5.11, -1.06], [-0.86, -1.93, 2.24], [0.63, 2.49, -0.81], [5.14, -1.89, 0.90]],
  "lowdin_charge": [0.11, 0.11, -0.65, -0.05, 0.12, -0.09, 0.13, -0.08, 0.10, -0.49, -0.08, -0.18, 0.11, -0.23, 0.06, -0.25, 0.08, 0.19, -0.01, 0.10, 0.12, 0.00, -0.06, -0.02, 0.08, 0.11, -0.17, 0.69, 0.07, -0.07, 0.12, 0.13, 0.91, 0.06, -0.01, 0.06, 0.14, -0.41, -0.17, -0.02, 0.00, 0.11, 0.09, -0.34, -0.06, 0.04, 0.14, -0.02, -0.03, -0.06, 0.10, -0.33, 0.10, -0.28, 0.08, -0.09],
  "e_lumo_ev": 0.043,
  "energy_ev": -54955.6515,
  "gap_ha": 0.2848,
  "homo_energy_ev": -7.7,
  "total_charge": 0
}

Record 2
{
  "formula": "C21H21N3O3S",
  "method": "ωB97M-V/def2-TZVPD",
  "elements": ["H", "H", "C", "C", "N", "H", "C", "C", "C", "C", "O", "H", "N", "C", "H", "C", "C", "H", "H", "O", "H", "C", "N", "H", "H", "S", "C", "C", "H", "C", "C", "O", "H", "H", "H", "H", "C", "H", "C", "C", "H", "H", "H", "H", "C", "C", "C", "C", "H"],
  "xyz": [[-5.76, 1.22, -0.96], [-1.09, 4.83, 0.34], [0.85, 3.46, 1.57], [-0.06, -1.19, 1.35], [-5.84, -0.87, -3.58], [0.16, -2.78, -1.62], [0.81, 3.86, 0.24], [2.64, 1.95, 1.08], [4.48, -0.96, -0.39], [-3.79, -3.00, -1.25], [5.15, 1.16, 1.24], [-0.77, -0.99, 2.13], [3.48, -0.59, 0.58], [2.17, -1.04, 0.46], [3.33, 1.90, -0.93], [1.71, 3.29, -0.66], [-6.04, 0.20, -2.84], [0.26, 5.90, -0.04], [4.21, -0.62, -1.40], [3.59, 0.37, 2.97], [5.41, -0.49, -0.09], [-0.50, -1.88, 0.22], [-2.41, -2.61, -1.05], [4.61, -2.04, -0.40], [-1.87, -2.39, -1.87], [3.83, 0.72, 1.60], [2.62, 2.34, -0.24], [-1.92, -2.30, 0.18], [-3.84, -3.85, -1.93], [1.24, -0.77, 1.47], [-5.56, 0.33, -1.54], [-2.61, -2.38, 1.18], [2.44, -2.04, -1.42], [1.81, 2.19, 3.03], [1.69, 3.60, -1.70], [-6.62, 0.99, -3.30], [-5.14, -1.86, -3.07], [-5.00, -2.72, -3.72], [-4.83, -0.72, -1.01], [-0.16, 4.91, -0.21], [-4.43, -0.67, 0.00], [-0.37, 4.81, -1.27], [1.57, -0.26, 2.37], [-4.17, -3.29, -0.26], [1.75, -1.77, -0.65], [1.76, 2.51, 2.00], [0.44, -2.19, -0.76], [-4.61, -1.85, -1.79], [0.17, 3.90, 2.28]],
  "lowdin_charge": [0.10, 0.08, -0.02, 0.01, 0.06, 0.11, -0.26, -0.28, -0.08, -0.13, -0.28, 0.12, -0.20, -0.25, 0.12, -0.02, -0.16, 0.09, 0.09, -0.27, 0.08, -0.14, 0.07, 0.10, 0.13, 0.71, -0.04, -0.45, 0.12, -0.01, -0.06, 0.06, 0.10, 0.12, 0.12, 0.10, -0.11, 0.11, -0.02, -0.05, 0.12, 0.08, 0.09, 0.13, -0.01, -0.05, -0.03, -0.19, 0.12],
  "e_lumo_ev": 0.363,
  "energy_ev": -43566.0697,
  "gap_ha": 0.3331,
  "homo_energy_ev": -8.7,
  "total_charge": 0
}

Record 3
{
  "formula": "C21H21N4O3ReS",
  "method": "ωB97M-V/def2-TZVPD",
  "elements": ["H", "C", "H", "O", "H", "C", "H", "C", "H", "C", "O", "H", "N", "C", "C", "C", "N", "C", "N", "H", "C", "H", "C", "C", "H", "H", "H", "H", "C", "Re", "H", "C", "S", "H", "C", "N", "C", "C", "H", "C", "H", "H", "O", "C", "H", "C", "H", "C", "H", "H", "C"],
  "xyz": [[-3.86, -0.64, -0.20], [1.42, 1.74, 3.56], [-3.33, -0.17, 1.43], [1.05, -1.50, -0.15], [0.32, 2.80, -1.94], [-1.82, -2.21, 0.20], [2.33, 3.01, 5.00], [-0.38, 2.72, 2.28], [3.48, 0.54, -4.21], [1.61, -3.75, 0.04], [0.20, 0.76, -1.65], [-2.10, -4.77, 0.38], [2.98, 3.13, -1.44], [-1.06, -4.49, 0.29], [0.64, -2.73, 0.02], [-1.49, 2.57, 1.38], [-1.78, -0.89, 0.20], [1.57, 2.93, 4.24], [-1.54, 1.66, 0.47], [3.57, 3.02, -4.76], [-2.83, 1.26, -0.10], [2.05, 0.88, 3.77], [3.40, 2.65, -3.76], [0.75, 4.03, 3.96], [2.03, -5.82, 0.20], [-2.36, 3.20, 1.54], [0.88, 4.95, 4.51], [-2.80, -2.67, 0.28], [2.97, 1.81, -1.16], [-0.11, 0.14, 0.09], [-2.76, 1.27, -1.19], [-3.06, -0.17, 0.37], [2.78, 1.17, 0.38], [-0.35, -6.49, 0.41], [-0.22, 1.93, -2.33], [3.15, 0.94, -2.21], [0.46, 1.62, 2.57], [1.26, -5.06, 0.18], [0.01, 1.81, -3.39], [-0.73, -3.11, 0.16], [-1.29, 2.10, -2.22], [-3.64, 1.92, 0.20], [0.33, 0.44, 1.94], [-0.09, -5.45, 0.30], [2.65, -3.45, -0.05], [3.35, 1.33, -3.48], [3.10, -0.05, -1.96], [3.19, 3.52, -2.67], [3.20, 4.60, -2.83], [-0.89, 4.74, 2.80], [-0.22, 3.91, 3.00]],
  "lowdin_charge": [0.13, -0.02, 0.13, -0.22, 0.08, -0.04, 0.12, -0.14, 0.14, 0.00, -0.43, 0.12, 0.08, -0.03, -0.31, -0.04, -0.16, -0.04, -0.11, 0.11, -0.17, 0.13, -0.03, -0.06, 0.12, 0.15, 0.11, 0.14, -0.82, 1.60, 0.10, -0.16, 0.73, 0.11, -0.14, 0.08, -0.35, -0.04, 0.09, -0.13, 0.06, 0.13, -0.28, -0.07, 0.12, -0.05, 0.14, -0.10, 0.12, 0.12, -0.02],
  "e_lumo_ev": [-3.497, -3.876],
  "energy_ev": -47180.9501,
  "gap_ha": [0.2537, 0.2483],
  "spin_multiplicity": 2,
  "homo_energy_ev": [-10.4, -10.6],
  "total_charge": 1
}

Record 4
{
  "formula": "C21H21N4O4RbS2",
  "method": "ωB97M-V/def2-TZVPD",
  "elements": ["N", "H", "S", "H", "C", "C", "H", "C", "C", "C", "N", "C", "C", "H", "S", "C", "C", "O", "O", "C", "H", "C", "H", "Rb", "O", "C", "H", "C", "C", "H", "H", "C", "C", "C", "H", "N", "N", "H", "H", "H", "C", "H", "H", "C", "C", "C", "H", "O", "H", "H", "H", "H", "H"],
  "xyz": [[0.41, 3.14, -0.49], [1.34, -4.17, 2.17], [-0.35, -3.28, 4.78], [-4.58, 1.59, 1.92], [2.63, 2.72, 2.36], [0.92, -1.41, 7.83], [-0.91, 4.83, 1.39], [-2.59, 4.25, 2.58], [3.55, 4.25, 4.00], [-1.39, -3.48, 1.48], [0.75, -2.35, 6.93], [1.27, -3.94, 1.11], [-0.13, -2.09, 5.94], [5.02, 1.22, 4.25], [0.09, -2.54, 0.96], [-2.84, 2.07, 0.76], [-3.62, 3.33, 2.71], [-2.91, 1.05, 0.00], [1.90, 5.00, 2.48], [-1.49, 1.23, 6.69], [-4.33, 3.45, 3.53], [4.40, 3.26, 4.46], [-2.49, 5.08, 3.27], [-0.67, 0.33, 0.87], [-0.08, -2.32, -0.49], [-0.86, 2.99, -0.49], [1.64, -1.64, 8.62], [3.47, 1.74, 2.86], [-1.69, 4.10, 1.54], [2.22, -3.61, 0.71], [1.40, 4.60, 1.70], [0.24, -0.20, 7.83], [-0.67, -0.03, 6.78], [4.36, 2.00, 3.89], [0.91, -4.80, 0.54], [-0.84, -0.94, 5.85], [1.12, 3.37, 0.66], [-0.90, 2.02, 6.22], [0.40, 0.56, 8.58], [-1.76, 1.57, 7.69], [-3.76, 2.29, 1.82], [-2.26, -2.96, 1.10], [-1.36, -4.49, 1.10], [-1.80, 3.06, 0.63], [2.67, 4.00, 2.94], [1.71, 2.35, 1.24], [3.56, 5.24, 4.44], [1.61, 1.14, 0.93], [-1.30, 2.81, -1.48], [5.09, 3.48, 5.26], [-1.38, -3.47, 2.57], [3.41, 0.75, 2.41], [-2.38, 1.06, 6.10]],
  "lowdin_charge": [0.02, 0.03, 0.48, 0.10, -0.07, -0.20, 0.10, -0.14, -0.04, -0.26, 0.01, -0.24, -0.95, 0.09, 0.69, -0.57, -0.14, -0.28, 0.02, -0.04, 0.09, -0.13, 0.08, 1.17, -0.61, -0.20, 0.09, -0.03, -0.07, 0.04, 0.05, -0.07, -0.37, -0.12, 0.04, 0.08, -0.01, 0.08, 0.08, 0.06, -0.05, 0.05, 0.04, -0.24, -0.28, -0.53, 0.10, -0.28, 0.11, 0.09, -0.07, 0.11, 0.07],
  "e_lumo_ev": 4.027,
  "energy_ev": -58594.9065,
  "gap_ha": 0.2200,
  "homo_energy_ev": -2.0,
  "total_charge": -2
}

Record 5
{
  "formula": "C21H21N8O7",
  "method": "ωB97M-V/def2-TZVPD",
  "elements": ["N", "H", "H", "O", "H", "C", "C", "C", "C", "N", "H", "H", "H", "C", "N", "C", "N", "H", "C", "O", "C", "N", "C", "H", "O", "C", "C", "H", "H", "C", "N", "H", "C", "O", "C", "H", "C", "H", "H", "H", "C", "C", "C", "N", "O", "O", "H", "N", "H", "H", "H", "C", "O", "H", "C", "C", "H"],
  "xyz": [[-1.40, 1.97, 5.53], [-2.04, -0.52, -1.98], [5.20, 0.12, 0.51], [-3.18, -1.44, -6.55], [1.63, -0.73, -0.12], [-3.45, 1.54, -0.20], [0.30, -0.33, 1.54], [-4.78, 1.54, -5.83], [-3.67, 2.17, 1.11], [-2.61, 0.22, -1.58], [5.03, -1.76, -1.70], [-5.00, 2.57, -3.92], [3.19, -0.12, 1.57], [5.78, -0.53, -0.14], [-4.01, 3.30, 3.69], [-2.91, 2.46, 3.48], [4.84, -2.08, 2.28], [2.43, -1.17, 2.78], [-4.55, 1.71, -4.41], [3.36, -3.11, -0.82], [-3.54, -0.49, -5.88], [-2.57, 0.58, -0.30], [-2.04, 2.16, 4.57], [-5.49, 3.22, 0.61], [5.89, -4.00, 1.73], [3.99, -2.31, -0.12], [1.42, -1.13, 0.88], [7.35, -1.76, 3.23], [-3.49, -1.32, -3.92], [-3.17, -0.39, -4.41], [-4.27, 0.47, -6.51], [3.18, -3.16, 1.64], [-3.78, 0.80, -3.69], [-0.82, -0.88, 1.60], [-4.93, 3.55, 2.71], [4.86, -1.29, 2.90], [2.70, -1.08, 1.72], [6.59, -0.99, 0.42], [1.11, -2.17, 0.78], [-4.23, 3.62, 4.62], [-4.75, 2.99, 1.37], [5.81, -2.99, 2.41], [6.86, -2.70, 3.46], [4.93, -1.57, -0.72], [0.56, 0.81, 1.98], [-5.44, 2.34, -6.48], [6.21, 0.08, -0.94], [-4.09, 1.82, -1.42], [7.58, -3.51, 3.46], [-2.08, -0.34, -4.35], [-4.51, 0.34, -7.48], [-3.53, 0.97, -2.26], [-5.90, 4.23, 3.00], [-1.88, 1.25, 2.07], [-2.73, 1.91, 2.23], [3.68, -2.22, 1.39], [6.37, -2.64, 4.43]],
  "lowdin_charge": [0.16, 0.17, 0.07, 0.07, 0.11, -0.27, -0.76, -0.46, -0.09, 0.09, 0.14, 0.13, 0.11, -0.07, 0.15, -0.22, 0.09, 0.13, 0.08, 0.04, -0.43, 0.16, -0.14, 0.12, 0.05, -0.46, -0.13, 0.07, 0.14, -0.02, 0.19, 0.16, -0.10, -0.09, -0.49, 0.14, -0.15, 0.07, 0.11, 0.16, 0.07, -0.58, -0.01, 0.04, -0.08, 0.07, 0.08, 0.20, 0.08, 0.14, 0.17, -0.29, 0.01, 0.08, 0.07, -0.20, 0.08],
  "e_lumo_ev": 1.001,
  "energy_ev": -48374.4154,
  "gap_ha": 0.2168,
  "homo_energy_ev": -4.9,
  "total_charge": -1
}

Record 6
{
  "formula": "C21H21N8SbSe5W",
  "method": "ωB97M-V/def2-TZVPD",
  "elements": ["H", "H", "N", "C", "H", "Sb", "H", "C", "H", "N", "Se", "C", "C", "C", "C", "N", "N", "W", "H", "C", "C", "N", "Se", "N", "H", "H", "H", "H", "H", "Se", "N", "H", "H", "N", "C", "C", "H", "Se", "H", "H", "H", "C", "C", "C", "C", "H", "C", "C", "H", "C", "C", "H", "C", "Se", "C", "C", "H"],
  "xyz": [[-2.28, 0.82, -3.52], [2.79, -1.58, -1.64], [-3.55, 3.92, 1.27], [-3.24, -0.13, 0.15], [-3.92, -0.27, -0.68], [5.19, -1.19, 0.70], [-0.42, -4.86, 0.02], [-0.51, 1.94, -4.04], [-3.09, 0.54, 3.45], [1.18, -1.94, -0.40], [1.01, 2.65, 1.03], [0.31, -2.85, 0.05], [-1.40, 3.62, 2.30], [-3.70, 0.10, 1.43], [0.78, 2.27, -3.63], [1.17, -6.96, -2.27], [-0.97, 0.05, 0.89], [1.10, 0.21, 0.27], [1.94, -0.57, 4.17], [-2.74, 3.98, 2.33], [-1.88, -0.16, -0.08], [1.54, 0.00, 3.43], [7.09, -0.20, 1.69], [-1.37, -0.44, -1.37], [-0.67, 0.54, 2.87], [2.19, -1.44, 2.12], [2.24, 1.97, -2.07], [-0.94, 2.39, -4.93], [-0.42, -2.51, 0.78], [5.49, -2.66, -1.27], [0.56, 0.83, -1.74], [-1.29, 2.84, -0.98], [-0.80, 3.68, 3.19], [1.36, -0.83, 2.27], [-1.43, 0.31, 2.13], [1.27, 1.72, -2.47], [-3.67, 3.48, -0.73], [3.85, -3.07, 1.60], [2.23, 0.70, 3.18], [-2.06, -0.92, -1.94], [2.86, -3.86, -2.57], [-3.00, 3.51, 0.13], [-1.68, 3.13, -0.01], [-0.84, 3.16, 1.11], [-0.67, 0.50, -2.15], [-4.77, 0.14, 1.63], [-1.26, 1.07, -3.27], [1.20, -5.89, -1.86], [1.39, 2.96, -4.19], [-2.78, 0.32, 2.43], [1.21, -4.54, -1.36], [-3.18, 4.33, 3.25], [0.29, -4.16, -0.38], [3.49, 0.74, 0.37], [2.07, -2.32, -1.32], [2.11, -3.61, -1.83], [0.60, -1.46, 2.47]],
  "lowdin_charge": [0.12, 0.05, 0.05, 0.00, 0.12, -0.26, 0.13, -0.04, 0.12, -0.10, 0.60, -0.14, -0.13, -0.04, -0.03, 0.18, -0.07, 0.84, 0.09, -0.16, -0.32, -0.02, -0.14, 0.11, 0.09, -0.09, 0.08, 0.12, 0.10, 0.06, -0.06, 0.08, 0.10, -0.23, -0.13, -0.12, 0.10, -0.01, 0.04, 0.14, 0.11, -0.16, -0.12, -0.63, -0.31, 0.12, 0.00, -0.16, 0.12, -0.04, -0.20, 0.10, 0.01, 0.07, -0.21, -0.03, 0.08],
  "e_lumo_ev": [-1.321, -1.598],
  "energy_ev": -369133.7146,
  "gap_ha": [0.2111, 0.1913],
  "spin_multiplicity": 3,
  "homo_energy_ev": [-7.1, -6.8],
  "total_charge": 0
}

Calculated max |F| in order - 1.23 1.16 1.22 2.52 3.12 1.14 eV Å⁻¹